{
  "formula": "C47H57FeN2O3",
  "method": "ωB97M-V with the def2-TZVPD basis set",
  "elements": ["O", "C", "Fe", "C", "O", "C", "O", "C", "C", "C", "C", "C", "C", "H", "H", "H", "H", "H", "H", "H", "C", "C", "C", "C", "C", "C", "C", "C", "C", "C", "C", "C", "C", "C", "N", "C", "C", "C", "C", "C", "C", "C", "C", "N", "C", "C", "C", "C", "C", "C", "C", "C", "C", "C", "C", "C", "C", "C", "C", "C", "H", "H", "H", "H", "H", "H", "H", "H", "H", "H", "H", "H", "H", "H", "H", "H", "H", "H", "H", "H", "H", "H", "H", "H", "H", "H", "H", "H", "H", "H", "H", "H", "H", "H", "H", "H", "H", "H", "H", "H", "H", "H", "H", "H", "H", "H", "H", "H", "H", "H"],
  "positions_angstrom": [[-2.290, 2.864, 1.683], [-1.434, 2.577, 0.945], [-0.334, 2.015, -0.331], [-1.934, 1.856, -1.072], [-2.990, 1.810, -1.572], [0.063, 3.616, -0.874], [-0.041, 4.701, -1.285], [0.340, -2.563, 1.037], [1.059, -1.540, 1.871], [1.491, -0.296, 1.120], [0.983, 0.062, -0.148], [-0.058, -0.793, -0.672], [-0.309, -2.045, -0.087], [0.041, -3.519, 1.414], [0.295, -1.217, 2.603], [1.862, -1.990, 2.482], [2.251, 0.313, 1.621], [1.538, 0.751, -0.870], [-0.666, -0.448, -1.561], [-1.007, -2.680, -0.627], [-0.769, -3.690, 3.620], [-1.206, -4.647, 4.695], [0.023, -5.382, 5.269], [-1.819, -3.804, 5.823], [-2.252, -5.654, 4.160], [-2.617, -6.630, 5.089], [-3.740, -7.418, 4.909], [-4.580, -7.136, 3.843], [-4.272, -6.156, 2.894], [-5.501, -5.772, 2.017], [-5.298, -4.668, 0.992], [-6.593, -5.236, 2.968], [-6.040, -7.031, 1.318], [-2.965, -5.570, 2.919], [-2.255, -5.314, 1.646], [-2.057, -6.511, 0.829], [0.192, -6.587, 1.610], [1.505, -7.302, 1.744], [2.715, -6.611, 1.509], [3.838, -7.359, 1.132], [3.724, -8.759, 1.077], [2.606, -9.432, 1.596], [1.538, -8.666, 2.069], [-1.598, -6.035, -0.462], [-0.612, -6.770, -1.218], [-0.563, -8.144, -0.937], [-1.218, -8.638, 0.323], [-0.716, -10.003, 0.787], [-2.678, -8.879, -0.099], [-1.073, -7.506, 1.381], [-0.045, -9.041, -1.876], [0.521, -8.560, -3.055], [0.710, -7.189, -3.197], [0.354, -6.303, -2.174], [1.246, -5.034, -2.094], [2.721, -5.338, -2.422], [1.330, -4.482, -0.690], [0.728, -3.974, -3.069], [-2.067, -4.733, -0.547], [-2.412, -4.304, 0.705], [-1.580, -3.046, 3.264], [0.056, -3.048, 3.950], [-0.411, -4.297, 2.792], [-0.241, -5.960, 6.163], [0.475, -6.078, 4.547], [0.791, -4.653, 5.570], [-2.079, -4.417, 6.691], [-1.103, -3.035, 6.146], [-2.728, -3.300, 5.471], [-2.037, -6.753, 6.005], [-3.996, -8.192, 5.629], [-5.539, -7.657, 3.798], [-4.673, -4.978, 0.148], [-6.280, -4.410, 0.569], [-4.899, -3.759, 1.460], [-6.875, -5.962, 3.741], [-6.239, -4.326, 3.474], [-7.493, -4.977, 2.395], [-6.416, -7.770, 2.038], [-6.876, -6.754, 0.659], [-5.271, -7.523, 0.701], [0.290, -5.917, 0.757], [2.757, -5.516, 1.647], [4.769, -6.856, 0.844], [4.533, -9.355, 0.663], [2.528, -10.527, 1.609], [0.705, -9.088, 2.651], [0.366, -10.122, 0.692], [-0.994, -10.181, 1.832], [-1.183, -10.797, 0.194], [-3.092, -8.053, -0.689], [-2.719, -9.746, -0.767], [-3.323, -9.093, 0.758], [-3.074, -6.930, 0.776], [-1.419, -7.848, 2.369], [0.008, -5.929, 2.476], [-0.122, -10.117, -1.703], [0.847, -9.253, -3.832], [1.248, -6.818, -4.067], [2.869, -5.649, -3.460], [3.322, -4.435, -2.250], [3.112, -6.118, -1.755], [0.353, -4.593, -0.202], [2.069, -5.018, -0.080], [1.624, -3.420, -0.717], [-0.309, -3.688, -2.847], [1.358, -3.073, -3.012], [0.765, -4.355, -4.100], [-2.201, -4.231, -1.508], [-2.709, -3.299, 0.983]],
  "lowdin_spin": [-0.02, 0.01, 1.82, 0.01, -0.01, 0.06, 0.02, 0.30, 0.09, 0.26, 0.04, 0.29, 0.00, 0.01, 0.05, 0.02, 0.01, 0.01, 0.02, 0.00, 0.00, 0.00, 0.00, 0.00, 0.00, 0.00, 0.00, 0.00, 0.01, 0.00, 0.01, 0.00, 0.00, 0.01, 0.20, 0.03, 0.00, 0.00, 0.00, 0.00, 0.00, 0.00, 0.00, 0.24, 0.00, 0.05, 0.00, 0.00, 0.00, 0.01, -0.01, 0.06, -0.01, 0.06, 0.01, 0.00, 0.01, 0.00, 0.14, 0.13, 0.00, 0.00, 0.00, 0.00, 0.00, 0.00, 0.00, 0.00, 0.00, 0.00, 0.00, 0.00, 0.00, 0.00, 0.00, 0.00, 0.00, 0.00, 0.00, 0.00, 0.00, 0.00, 0.00, 0.00, 0.00, 0.00, 0.00, 0.00, 0.00, 0.00, 0.00, 0.00, 0.00, 0.02, 0.00, 0.00, 0.00, 0.00, 0.00, 0.00, 0.00, 0.00, 0.00, 0.00, 0.01, 0.00, 0.00, 0.00, 0.00, 0.00],
  "e_tot_ha": -3423.5721,
  "gap_ev": [7.205, 5.304],
  "multiplicity": 5,
  "total_charge": 1
}



{
  "formula": "C3H10N2O3",
  "method": "ωB97M-V with the def2-TZVPD basis set",
  "elements": ["N", "C", "C", "O", "C", "N", "O", "H", "H", "H", "H", "H", "H", "H", "H", "H", "H", "O"],
  "positions_angstrom": [[-0.380, -1.019, -0.262], [-0.120, 0.222, 0.325], [-0.377, 1.336, -0.719], [-1.708, 1.450, -1.045], [1.480, 0.334, 0.889], [1.771, -0.949, 1.436], [2.213, 0.870, -0.001], [-0.290, -1.760, 0.437], [-1.335, -1.056, -0.771], [-0.612, 0.220, 1.309], [-0.008, 2.295, -0.300], [0.187, 1.055, -1.631], [-1.882, 0.383, -1.282], [2.427, -1.482, 0.854], [1.336, 1.039, 1.754], [-2.832, -1.216, -1.966], [2.390, -0.853, 2.240], [-2.260, -0.869, -1.265]],
  "nbo_charge": [-0.55, 0.00, -0.08, -0.70, 0.32, -0.87, -0.45, 0.37, 0.41, 0.26, 0.18, 0.18, 0.48, 0.38, 0.19, 0.51, 0.38, -0.99],
  "e_tot_ha": -455.2958,
  "gap_ev": 6.316,
  "total_charge": 0
}



{
  "formula": "C3H5NS3",
  "method": "ωB97M-V with the def2-TZVPD basis set",
  "elements": ["C", "C", "C", "H", "H", "H", "H", "H", "N", "S", "S", "S"],
  "positions_angstrom": [[2.248, 1.513, 0.449], [-0.251, -1.429, 0.037], [-2.229, -0.090, -0.283], [2.497, 2.026, 1.341], [2.308, 2.136, -0.604], [-0.807, -1.791, -0.943], [0.409, -2.468, 0.513], [-1.918, -0.203, -1.303], [1.683, 0.349, 0.649], [1.029, -0.292, -0.774], [-1.337, -0.556, 1.053], [-3.632, 0.803, -0.135]],
  "nbo_charge": [-0.07, -0.77, -0.53, 0.18, 0.17, 0.25, 0.28, 0.22, -0.56, 0.37, 0.47, -0.01],
  "e_tot_ha": -1366.5017,
  "gap_ev": 8.199,
  "total_charge": 0
}



{
  "formula": "C10H16O",
  "method": "ωB97M-V with the def2-TZVPD basis set",
  "elements": ["C", "C", "C", "C", "C", "C", "C", "C", "O", "H", "H", "H", "H", "H", "H", "H", "H", "H", "H", "C", "C", "H", "H", "H", "H", "H", "H"],
  "positions_angstrom": [[0.304, -1.825, -1.270], [1.317, -2.977, -1.205], [0.606, -0.718, -0.290], [1.607, 0.190, -0.624], [-0.042, -0.571, 0.934], [1.939, 1.241, 0.218], [0.285, 0.476, 1.769], [1.249, 1.407, 1.408], [1.372, 2.528, 2.193], [0.186, -1.426, -2.272], [-0.699, -2.247, -1.106], [1.955, -2.942, -0.324], [2.164, 0.049, -1.541], [-0.783, -1.330, 1.160], [2.825, 1.802, -0.054], [-0.228, 0.544, 2.721], [2.076, 3.084, 1.826], [1.975, -3.018, -2.080], [0.824, -3.954, -1.222], [-2.775, 0.278, -1.096], [-4.320, 0.407, -1.153], [-2.404, 1.225, -1.469], [-2.403, 0.029, -0.111], [-2.490, -0.546, -1.744], [-4.843, -0.394, -0.643], [-4.628, 0.441, -2.200], [-4.621, 1.318, -0.645]],
  "nbo_charge": [-0.43, -0.61, -0.04, -0.19, -0.19, -0.30, -0.27, 0.30, -0.67, 0.21, 0.21, 0.21, 0.21, 0.21, 0.21, 0.22, 0.48, 0.21, 0.21, -0.60, -0.60, 0.21, 0.21, 0.20, 0.20, 0.20, 0.20],
  "e_tot_ha": -465.8605,
  "gap_ev": 9.244,
  "total_charge": 0
}



{
  "formula": "C30H31N2O5",
  "method": "ωB97M-V with the def2-TZVPD basis set",
  "elements": ["C", "C", "O", "C", "C", "N", "C", "C", "C", "C", "C", "C", "C", "C", "C", "C", "C", "C", "C", "O", "H", "H", "H", "H", "H", "H", "H", "H", "H", "H", "H", "H", "H", "H", "H", "H", "C", "C", "C", "C", "C", "C", "C", "C", "C", "C", "C", "N", "O", "O", "C", "C", "O", "H", "H", "H", "H", "H", "H", "H", "H", "H", "H", "H", "H", "H", "H", "H"],
  "positions_angstrom": [[4.655, 0.297, -1.811], [3.590, 1.181, -1.201], [2.328, 0.709, -1.737], [1.186, 1.316, -1.307], [0.058, 0.595, -1.937], [-1.172, 0.650, -1.554], [-2.148, -0.201, -1.898], [-3.498, 0.352, -2.025], [-4.659, -0.404, -1.745], [-5.930, 0.182, -1.788], [-6.078, 1.529, -2.148], [-4.933, 2.281, -2.454], [-3.665, 1.706, -2.369], [-1.831, -1.609, -2.137], [-2.677, -2.452, -2.896], [-2.335, -3.784, -3.145], [-1.128, -4.314, -2.666], [-0.245, -3.484, -1.962], [-0.590, -2.153, -1.727], [1.119, 2.276, -0.565], [5.596, 0.426, -1.261], [4.371, -0.764, -1.776], [4.825, 0.576, -2.863], [3.573, 1.083, -0.105], [3.758, 2.236, -1.465], [0.379, 0.047, -2.850], [-4.553, -1.457, -1.478], [-6.812, -0.423, -1.550], [-7.075, 1.975, -2.204], [-5.039, 3.321, -2.762], [-2.782, 2.299, -2.586], [-3.595, -2.044, -3.313], [-3.015, -4.415, -3.721], [-0.859, -5.358, -2.845], [0.717, -3.870, -1.610], [0.160, -1.522, -1.255], [-0.439, 2.048, 4.687], [-0.936, 2.412, 3.292], [-2.397, 2.826, 3.387], [-0.097, 3.553, 2.732], [-0.796, 1.199, 2.318], [0.569, 0.754, 2.063], [0.829, -0.207, 1.126], [2.023, -1.027, 1.200], [2.165, -2.244, 0.478], [3.363, -2.928, 0.449], [4.458, -2.457, 1.206], [5.771, -2.938, 0.942], [6.723, -2.389, 1.548], [5.904, -3.836, 0.079], [4.320, -1.319, 2.019], [3.117, -0.635, 2.029], [-1.764, 0.670, 1.787], [0.618, 1.758, 4.697], [-0.550, 2.923, 5.339], [-1.043, 1.239, 5.118], [-2.804, 3.039, 2.393], [-2.986, 2.029, 3.851], [-2.480, 3.724, 4.011], [-0.297, 3.682, 1.661], [-0.332, 4.482, 3.264], [0.972, 3.354, 2.854], [1.352, 1.206, 2.685], [0.059, -0.461, 0.392], [1.312, -2.656, -0.060], [3.496, -3.839, -0.130], [5.151, -0.991, 2.637], [3.024, 0.247, 2.661]],
  "nbo_charge": [-0.63, -0.07, -0.54, 0.73, -0.22, -0.36, -0.05, 0.06, -0.25, -0.22, -0.27, -0.21, -0.24, -0.05, -0.24, -0.22, -0.28, -0.23, -0.17, -0.66, 0.21, 0.22, 0.21, 0.18, 0.18, 0.16, 0.21, 0.20, 0.20, 0.20, 0.22, 0.21, 0.20, 0.20, 0.19, 0.20, -0.60, -0.18, -0.60, -0.61, 0.63, -0.29, -0.15, -0.02, -0.15, -0.17, -0.02, 0.51, -0.40, -0.39, -0.17, -0.21, -0.53, 0.20, 0.20, 0.21, 0.23, 0.21, 0.19, 0.24, 0.20, 0.20, 0.19, 0.26, 0.23, 0.24, 0.24, 0.21],
  "e_tot_ha": -1647.3896,
  "gap_ev": 3.267,
  "total_charge": -1
}